(1)
Molecular formula: C5H8O
Method: DFT, ωB97M-V/def2-TZVPD

Structure (XYZ):
```
14
Properties=species:S:1:pos:R:3:forces:R:3:lowdin_charge:R:1
C -2.121 0.202 0.185 -0.06 0.02 0.06 -0.0125
C -0.680 0.386 0.602 0.10 0.21 0.09 -0.4327
O -0.349 1.255 1.384 -0.11 -0.26 -0.26 0.0755
C 0.328 -0.491 -0.069 -0.17 -0.09 0.05 -0.2321
C 1.351 0.223 -0.931 0.09 0.13 -0.18 -0.0999
C 1.761 -0.380 0.369 0.13 -0.05 0.11 -0.1098
H -2.237 0.595 -0.832 0.02 -0.07 0.10 0.0925
H -2.405 -0.854 0.160 0.05 0.11 0.02 0.0812
H -2.776 0.758 0.857 0.09 -0.08 -0.09 0.0831
H -0.034 -1.444 -0.444 0.04 0.14 0.06 0.1354
H 1.272 1.304 -0.994 0.01 -0.16 0.06 0.1102
H 1.640 -0.274 -1.851 -0.02 0.09 0.14 0.1009
H 2.367 -1.281 0.353 -0.13 0.12 -0.01 0.1033
H 1.940 0.296 1.199 -0.04 -0.10 -0.14 0.1051
```
Forces are in eV/Å.

E_LUMO, eV: 1.1
Total energy, a.u.: -270.52702
Energy relative to the best compared isomer or geometry (same formula, charge and spin), kcal per mole: 19.4
SMILES: CC(=O)C1CC1

(2)
Molecular formula: C10H16N2
Method: DFT, ωB97M-V/def2-TZVPD

Structure (XYZ):
```
28
Properties=species:S:1:pos:R:3:forces:R:3:lowdin_charge:R:1
C 3.217 -1.461 -0.894 -0.17 2.34 1.64 -0.0563
C 3.611 -0.189 -0.546 0.34 -0.15 -1.50 -0.0744
C 2.198 -1.925 -0.016 1.12 3.93 0.63 -0.0622
C 2.812 0.205 0.619 -2.43 1.15 1.24 -0.1311
C -1.288 -1.893 -0.809 -0.11 0.49 -0.85 -0.1350
C -2.435 -1.572 0.072 1.66 0.42 1.25 -0.1024
C -1.763 -0.495 -0.757 -0.72 1.89 1.06 -0.2830
C -0.810 3.192 0.414 -1.06 0.35 -1.07 -0.1199
C -1.433 1.944 -0.162 -1.33 -0.20 -1.39 -0.2029
C -1.052 0.676 -0.062 0.58 -2.67 0.79 -0.0908
N 1.879 -0.919 0.813 -0.11 -2.20 2.16 -0.2341
N 1.037 -0.895 1.846 2.84 3.33 -0.81 0.0581
H 3.437 -2.091 -1.671 1.12 -0.86 -2.11 0.0761
H 4.097 0.608 -1.167 -0.05 -1.35 0.75 0.1160
H 1.568 -2.695 -0.175 -1.66 -2.67 -0.07 0.0753
H 3.209 0.527 1.618 0.17 -0.64 -1.03 0.1522
H -0.327 -2.123 -0.444 0.72 -0.34 0.36 0.0447
H -1.544 -2.233 -1.790 0.16 -1.00 -0.24 0.1017
H -3.348 -2.064 -0.064 -1.43 -0.11 -0.66 0.0771
H -2.190 -1.480 1.124 0.06 -0.11 0.06 0.0992
H -2.336 -0.200 -1.597 -0.38 0.34 -0.86 0.1112
H 0.194 3.013 0.838 -0.20 0.37 -0.84 0.0653
H -0.984 3.964 -0.447 1.20 -0.93 1.86 0.1030
H -1.393 3.533 1.273 -0.20 0.14 -0.14 0.0600
H -2.353 2.113 -0.872 1.74 -0.15 1.38 0.1322
H 2.035 1.007 0.431 1.05 -0.29 -0.38 0.1410
H -0.248 0.191 0.623 -1.09 1.80 -0.90 0.0905
H 0.410 -1.608 1.752 -1.82 -2.89 -0.35 -0.0114
```
Forces are in eV/Å.

E_LUMO (alpha / beta), eV: 0.2 / 0.2
Total energy, a.u.: -499.93220
Energy relative to the best compared isomer or geometry (same formula, charge and spin), kcal per mole: 117.7

(3)
Molecular formula: C4H8O2
Method: DFT, ωB97M-V/def2-TZVPD

Structure (XYZ):
```
14
Properties=species:S:1:pos:R:3:forces:R:3:lowdin_charge:R:1
C 0.506 0.217 -1.767 -0.56 -0.26 -0.21 -0.0325
C -0.087 -0.390 -0.736 -0.34 -0.08 -0.61 -0.2169
O 1.678 0.319 0.804 0.73 0.23 0.24 -0.0724
C -1.119 0.249 0.155 -0.10 0.04 -0.12 -0.1568
C -1.063 -0.236 1.597 -0.07 -0.34 -0.05 -0.2681
O -1.473 -1.323 1.928 0.26 0.47 -0.15 0.0483
H 1.639 0.468 -0.165 0.20 -0.12 0.96 0.0097
H 1.195 -0.314 -2.417 -0.06 0.05 0.09 0.0664
H 0.283 1.254 -2.013 0.03 -0.13 0.03 0.0740
H 0.141 -1.429 -0.492 -0.08 0.15 -0.20 0.1212
H 2.060 -0.562 0.896 0.09 0.16 0.04 0.0584
H -2.090 -0.057 -0.251 -0.05 0.09 0.18 0.1274
H -1.043 1.341 0.122 0.00 -0.15 -0.06 0.1203
H -0.628 0.461 2.340 -0.06 -0.10 -0.12 0.1210
```
Forces are in eV/Å.

E_LUMO, eV: 0.9
Total energy, a.u.: -307.63402
Energy relative to the best compared isomer or geometry (same formula, charge and spin), kcal per mole: 49.2
SMILES: C=CCC=O.O

(4)
Molecular formula: C2H4N2O
Method: DFT, ωB97M-V/def2-TZVPD

Structure (XYZ):
```
9
Properties=species:S:1:pos:R:3:forces:R:3:lowdin_charge:R:1
N 1.269 -1.584 0.226 0.04 0.34 -0.17 0.0926
C 0.804 -0.456 -0.113 0.02 -0.14 0.01 -0.2983
N -0.184 0.144 0.665 -0.18 -0.20 0.08 0.0508
C -1.254 0.819 0.116 -0.16 0.07 0.08 -0.3406
O -2.322 0.934 0.667 0.41 0.10 -0.17 0.0439
H 1.980 -1.893 -0.432 0.04 0.06 0.08 0.0445
H 1.107 0.136 -0.984 -0.11 -0.16 0.06 0.1259
H -0.393 -0.347 1.528 -0.03 -0.02 -0.06 0.1470
H -1.035 1.249 -0.878 -0.03 -0.05 0.10 0.1341
```
Forces are in eV/Å.

E_LUMO, eV: 0.9
Total energy, a.u.: -263.35922
Energy relative to the best compared isomer or geometry (same formula, charge and spin), kcal per mole: 2.5
SMILES: [H]/N=C/NC=O